10
Properties=species:S:1:pos:R:3:forces:R:3 method="wB97M-V/def2-TZVPD" e_lumo_ev=-2.30 multiplicity=1 e_above_lowest_kj_mol=295.0 fmax_ev_per_a=9.240
C 0.7043 1.8720 -2.2116 -0.13 0.01 -1.36
C 0.2009 1.1217 -1.3995 0.55 2.55 -1.79
C -0.4900 0.1284 -0.6851 -1.67 -4.99 -7.59
O -0.9682 -0.8060 -1.4902 1.19 3.69 4.82
C -0.0743 0.0339 0.6582 2.38 -0.76 5.76
O 0.6931 0.9061 1.0603 -1.21 -0.54 -0.43
C -0.1811 -1.1651 1.5668 0.70 -5.44 7.15
C -0.0041 -1.9858 2.6828 -0.26 1.97 -8.19
H 1.0286 2.3964 -3.1731 -0.47 -0.91 2.29
H 0.2385 -3.2268 2.9424 -1.06 4.42 -0.64



19
Properties=species:S:1:pos:R:3:forces:R:3 method="wB97M-V/def2-TZVPD" e_lumo_ev=4.26 charge=-1 multiplicity=1 e_above_lowest_kj_mol=52.3 fmax_ev_per_a=2.084
C -1.0758 -0.2888 0.0658 1.36 1.56 -0.19
O 0.1642 -0.8158 -0.2740 -1.66 -0.52 0.04
C -1.9710 0.0272 -1.1755 0.28 -1.56 0.45
C -1.1625 0.6616 -2.2839 1.27 0.96 0.13
H -0.8827 0.7286 0.5510 -0.36 -0.32 -0.22
H -1.6764 -0.7996 0.8591 0.20 -0.38 -0.49
H -2.7220 0.7517 -0.8422 -0.48 -0.47 -0.13
H -2.3706 -0.9961 -1.5029 -0.03 1.53 0.21
H -1.7467 1.1264 -3.0910 -0.05 -0.02 0.30
H -0.4599 -0.0207 -2.7405 -0.04 -0.55 -0.11
H -0.4396 1.4144 -1.8477 -0.99 -0.34 -0.33
N 2.1396 0.6418 1.0347 1.43 0.55 -0.27
C 1.7868 -0.2165 2.1490 -0.36 -0.72 -1.70
O 1.4405 -1.5276 1.7510 0.70 -0.72 1.11
H 3.0631 0.3465 0.6548 -0.97 0.18 0.50
H 1.4913 0.5089 0.2577 -0.35 -0.36 0.20
H 2.6568 -0.2486 2.7860 0.26 -0.26 0.50
H 0.9547 0.2064 2.6916 -0.38 0.50 0.25
H 0.8101 -1.4998 0.9569 0.16 0.94 -0.26



39
Properties=species:S:1:pos:R:3:forces:R:3 method="wB97M-V/def2-TZVPD" e_lumo_ev=2.82 charge=-1 multiplicity=1 e_above_lowest_kj_mol=185.9 fmax_ev_per_a=2.408
C 3.1670 1.8468 -0.3494 1.37 -0.47 -1.09
O 3.0149 2.6084 -1.5578 0.15 0.59 0.08
C 2.1286 0.7371 -0.3305 -1.49 1.50 1.16
C 0.7692 1.2923 0.2145 -0.46 -0.53 -0.76
C -0.1054 0.0955 0.5506 0.02 -1.28 1.36
N -0.6662 -0.6214 -0.3739 0.54 0.74 -1.60
O -0.1315 -0.2503 1.7907 0.71 0.18 -0.07
H 4.1985 1.4722 -0.4370 -0.26 -0.46 0.05
H 3.2675 2.5241 0.5018 -0.91 -0.06 0.18
H 1.9251 0.4754 -1.3643 0.35 -0.75 0.01
H 2.2775 -0.1101 0.3326 0.93 -0.19 -0.35
H 0.9029 1.8498 1.1333 0.12 0.19 0.06
H 0.2604 1.8989 -0.5397 0.13 0.22 0.06
H -1.1065 -1.4619 -0.0218 -0.31 0.17 0.45
H -1.5646 0.2166 -1.7541 -0.56 -0.21 0.44
H 1.6472 -0.0979 4.0313 0.00 0.01 0.11
H 1.5713 -0.6267 2.6466 -0.39 0.14 -0.16
O 2.1810 -0.5850 3.3982 0.27 -0.08 0.08
H -3.1164 0.3296 1.9820 0.35 -0.28 -0.25
H -1.6389 0.0758 2.5619 -0.32 -0.20 -0.56
O -2.5849 0.1883 2.7741 -0.37 0.33 0.86
H -1.9843 2.1852 1.3602 -0.48 0.31 0.47
H -2.2634 1.9088 -0.0319 -0.47 0.27 -0.39
O -2.5969 2.4884 0.6707 0.92 -0.48 -0.13
H -0.0955 -2.5827 1.4399 -0.44 -0.11 0.21
H 1.0473 -3.3481 1.9267 0.23 -0.35 0.26
O 0.1793 -3.5119 1.5478 0.19 0.72 -0.16
H 1.9765 -3.3613 -0.7681 -0.24 0.00 0.36
H 0.6996 -2.4607 -0.7479 -0.18 0.23 0.51
O 1.3511 -2.8772 -1.3068 0.47 -0.12 -1.13
H -3.3372 0.0721 -0.6083 -0.59 -0.59 0.05
H -4.5217 0.7917 -0.1033 -0.43 0.38 0.24
O -4.1493 -0.0867 -0.0680 0.37 -0.08 0.19
H 0.7434 -0.7834 -3.8512 0.02 -0.53 0.71
H -0.3978 -1.9108 -3.6962 0.68 0.08 0.60
O -0.0478 -1.1819 -4.2092 -0.71 0.41 -1.22
H 2.1827 2.4158 -1.9948 -0.15 -0.07 0.26
H -2.6731 -0.0674 -2.7716 -0.20 0.12 0.00
O -2.5097 0.4523 -1.9769 1.13 0.25 -0.89



87
Properties=species:S:1:pos:R:3:forces:R:3 method="wB97M-V/def2-TZVPD" e_lumo_ev=0.00 multiplicity=1 e_above_lowest_kj_mol=0.0 fmax_ev_per_a=1.611
C 3.3845 -1.7664 -4.2835 0.04 -0.09 -0.20
C 4.0671 -0.3972 -4.3508 0.01 -0.02 0.21
C 4.1215 0.3632 -3.0173 -0.32 -0.37 0.12
C 2.8397 0.2186 -2.1921 -0.37 0.07 -0.55
N 2.6502 1.3668 -1.3044 0.25 -0.77 0.53
C 1.2445 1.6760 -0.9963 0.27 0.57 -0.03
C 0.4906 0.5737 -0.2536 -0.53 -0.12 0.01
C -1.0265 0.6076 -0.5617 0.27 0.06 -0.06
C -1.5428 -0.6603 -1.2518 -0.12 0.19 0.14
C -2.0861 -1.7507 -0.3311 -0.54 0.16 -0.24
C -2.7593 -2.8411 -1.1827 0.10 -0.13 0.24
C -2.7428 -4.2785 -0.6300 0.24 0.48 0.04
P -1.6845 -5.5868 -1.3261 -0.95 -1.30 -0.02
O -2.4458 -6.8469 -1.2390 0.17 0.37 -0.09
O -1.2872 -5.2676 -2.8280 0.43 0.62 0.27
C -0.4903 -4.1625 -3.3134 0.09 0.04 -0.31
C 0.5821 -3.6348 -2.3852 0.17 -0.29 0.02
O -0.3083 -5.6624 -0.5405 0.02 0.56 0.01
C -0.3537 -6.1106 0.8354 0.37 -0.22 0.28
C 0.3156 -5.1018 1.7633 0.00 0.19 -0.43
C -3.1018 -1.2120 0.6811 0.41 0.42 0.22
O -2.3100 -0.9988 1.8671 -0.39 0.11 -0.15
C -1.2225 -1.7854 1.7905 -0.12 0.07 0.04
O -0.5310 -2.0598 2.7105 0.47 0.01 0.33
O -1.0358 -2.2195 0.5321 0.12 -0.48 -0.39
C 3.4684 1.3926 -0.1808 -0.21 0.22 0.08
S 4.1581 0.1158 0.5454 0.34 -0.14 -0.24
S 3.7201 3.0534 0.4723 -0.48 0.24 0.01
C 5.4440 3.2662 -0.0448 0.69 0.05 0.03
C 6.4342 3.1494 1.1206 -0.42 -0.07 0.24
C 6.5805 4.4648 1.8776 -0.09 -0.18 0.16
H 3.7811 -2.4313 -5.0518 -0.01 0.01 -0.02
H 3.5354 -2.2631 -3.3245 0.04 0.02 0.03
H 2.3123 -1.6915 -4.4713 -0.03 0.02 0.15
H 5.0908 -0.5425 -4.6963 0.02 0.14 -0.10
H 3.5562 0.2267 -5.0866 0.03 -0.05 -0.11
H 4.9594 -0.0165 -2.4300 0.08 0.22 0.04
H 4.2410 1.4291 -3.2107 0.30 0.00 0.03
H 1.9864 0.2203 -2.8793 -0.03 0.11 0.04
H 2.8071 -0.7389 -1.6685 0.05 0.03 0.15
H 1.2472 2.5763 -0.3779 -0.06 0.10 -0.15
H 0.7567 1.9390 -1.9361 -0.03 -0.13 -0.04
H 0.8715 -0.4130 -0.5184 0.15 0.02 0.02
H 0.6269 0.6900 0.8220 0.25 -0.07 0.00
H -1.5760 0.8074 0.3558 -0.12 -0.01 -0.03
H -1.2495 1.4575 -1.2106 0.05 0.02 0.00
H -0.7487 -1.0984 -1.8614 0.00 -0.01 -0.06
H -2.3526 -0.3958 -1.9369 -0.07 -0.07 0.02
H -2.4017 -2.7686 -2.2056 0.09 -0.19 -0.03
H -3.8076 -2.5355 -1.2202 0.00 0.04 -0.19
H -3.7392 -4.7025 -0.7347 0.03 -0.13 -0.03
H -2.5304 -4.2565 0.4429 -0.02 -0.07 0.03
H -1.1697 -3.3722 -3.6358 -0.06 0.01 0.09
H -0.0076 -4.5203 -4.2226 -0.08 -0.23 0.04
H 1.2255 -2.9605 -2.9521 -0.15 0.13 0.05
H 1.2084 -4.4542 -2.0391 0.03 -0.02 0.01
H 0.2004 -3.1306 -1.5000 -0.06 0.06 0.01
H 0.1894 -7.0532 0.8541 -0.12 -0.09 -0.06
H -1.3787 -6.3243 1.1346 -0.08 0.02 -0.12
H -0.3309 -4.8076 2.5854 0.06 -0.06 0.13
H 0.5363 -4.1974 1.1992 -0.02 0.06 0.04
H 1.2639 -5.4765 2.1419 -0.04 -0.04 0.14
H -3.8910 -1.9090 0.9573 -0.05 -0.09 -0.23
H -3.5164 -0.2619 0.3483 -0.24 0.00 0.24
H 5.6817 2.5492 -0.8286 -0.20 -0.06 -0.02
H 5.5180 4.2597 -0.4897 -0.09 0.01 -0.06
H 6.0283 2.4127 1.8162 0.13 -0.17 -0.09
H 7.3939 2.7647 0.7734 0.06 0.13 -0.06
H 7.1513 5.2071 1.3201 -0.01 0.03 -0.03
H 5.5904 4.8726 2.0964 0.01 0.08 -0.05
H 7.0582 4.2976 2.8436 0.15 0.09 -0.06
N -4.6873 3.5883 2.6568 0.08 -0.28 -0.09
C -4.1943 2.4113 2.1945 0.05 0.02 -0.02
N -2.9608 2.0510 2.6671 -0.06 0.05 -0.14
O -4.7951 1.6978 1.3968 0.03 0.02 -0.02
H -4.2128 4.1868 3.3064 -0.08 0.09 0.00
H -5.5858 3.8800 2.3250 -0.02 0.04 0.01
H -2.6033 1.1785 2.3274 0.11 -0.15 0.21
H -2.4186 2.5982 3.3072 -0.04 0.03 0.02
N -6.8388 7.5765 3.9808 0.03 -0.03 0.02
C -5.8573 6.8202 4.5540 -0.01 0.02 0.03
N -5.7124 6.9636 5.9041 0.00 0.00 -0.05
O -5.1554 6.0648 3.8989 -0.01 0.06 0.06
H -7.4271 8.2021 4.4962 0.00 0.00 0.02
H -6.9641 7.4920 2.9900 0.01 0.00 -0.02
H -4.9997 6.4188 6.3506 0.01 -0.02 0.00
H -6.2776 7.5767 6.4589 -0.01 0.01 -0.01



12
Properties=species:S:1:pos:R:3:forces:R:3 method="wB97M-V/def2-TZVPD" e_lumo_ev="-15.49 / -15.47" charge=+3 multiplicity=2 e_above_lowest_kj_mol=202.7 fmax_ev_per_a=5.941
H 4.5691 3.0862 -1.8565 1.01 -0.97 -0.43
O 4.1202 2.2323 -0.0672 0.32 -3.09 -2.12
C 4.8904 2.9831 -0.8180 0.20 1.60 -0.05
H 4.4776 -0.9010 3.2921 0.05 0.55 0.71
O 3.2848 2.9110 0.7220 -2.90 0.04 5.19
Lu 2.1964 1.7327 2.3884 1.47 1.00 -1.09
O 3.0719 0.4073 3.9687 -1.13 2.23 -1.73
C 3.9393 -0.4347 4.1574 0.54 -2.61 -0.11
C 5.8117 3.8075 -0.1916 -0.56 1.74 -0.76
H 4.0314 -0.9022 5.1507 0.27 0.44 0.01
H 6.5714 4.2973 -0.7971 0.27 -0.24 0.05
H 5.5858 4.2732 0.7675 0.45 -0.68 0.34